Entry 1:
A single C3H5NO2 molecule in a non-equilibrium geometry. Source: OMol25; level of theory: the ωB97M-V functional and the def2-TZVPD basis.

Atoms and positions in Å:
C  -2.0324  0.4485  -0.0123
C  -0.7250  -0.3425  -0.0150
C  2.7023  -0.2079  -0.0762
H  -2.4664  0.5493  1.1592
H  -1.9948  1.6255  -0.5697
H  -2.9384  -0.0912  -0.5984
H  -0.7872  -1.4017  0.6254
H  3.3491  -1.1426  0.0810
N  0.3695  0.2625  -0.4535
O  1.4443  -0.6611  -0.2107
O  3.0788  0.9612  0.0702

Strongest force on any atom: 4.21 eV/Å
Energy relative to the best compared isomer or geometry (same formula, charge and spin): 406.8 kJ/mol
SMILES: C/C=N/OC=O
E_tot: -322.41939 a.u.
Total charge: 0

Electronic structure analysis, Mulliken charges in units of e: -0.776 0.251 0.220 0.230 0.253 0.260 0.258 0.270 -0.402 -0.085 -0.478

***

Entry 2:
A 4-piece molecular cluster, C57H42BF8NO11 overall in a non-equilibrium geometry. Source: OMol25; level of theory: the ωB97M-V functional and the def2-TZVPD basis.

Atoms and positions in Å:
C  2.2193  0.4996  -3.7403
C  1.3057  -0.3564  -3.5023
C  0.7967  -0.7499  -2.1285
N  1.0960  0.1170  -1.0091
C  2.5445  0.2123  -0.6510
C  0.5950  1.4307  -1.1122
C  0.3971  2.1107  0.2124
O  0.3419  2.0006  -2.0925
C  1.4609  -2.1671  -2.0419
F  2.7041  -2.2538  -2.6142
B  1.5576  -3.0642  -0.7018
C  2.4624  -2.8154  0.5559
O  0.8238  -4.1857  -0.7066
C  0.5289  -2.9603  -2.9679
O  0.7521  -3.8832  -3.5624
O  -0.6354  -2.3002  -2.9724
C  -0.7300  -1.1957  -2.1469
O  -1.2197  -1.3191  -0.8756
C  -1.9589  -2.4469  -0.3955
C  -2.8427  -3.2545  -1.3125
C  -1.7150  -0.2758  -2.9854
F  -2.4216  -1.0962  -3.7424
F  -1.0987  0.5174  -3.8141
C  -2.8151  0.5792  -2.3445
F  -3.8514  -0.1045  -1.9406
F  -2.4412  1.3645  -1.3512
C  -3.3761  1.6012  -3.3801
F  -2.6657  2.6465  -3.4454
F  -4.5288  1.9884  -2.9077
F  -3.6056  1.0939  -4.5271
H  2.8219  0.4661  -4.6142
H  2.4132  1.2995  -3.0673
H  0.8232  -0.8134  -4.3343
H  2.8655  1.2329  -0.7449
H  3.1858  -0.3567  -1.2884
H  2.6631  -0.0197  0.3864
H  1.3688  2.3541  0.6022
H  -0.1628  1.5001  0.8914
H  -0.1324  3.0241  0.0515
H  2.0570  -1.9684  1.0890
H  3.4609  -2.5472  0.2703
H  2.4639  -3.6365  1.2493
H  0.7335  -4.4835  0.2008
H  -1.3066  -3.1330  0.1027
H  -2.5765  -2.0860  0.4036
H  -3.4673  -2.7015  -1.9852
H  -2.2332  -3.8946  -1.9180
H  -3.4411  -3.9105  -0.7094
C  1.5616  -0.3535  6.9512
C  2.2756  -0.5046  8.1338
C  3.0097  -1.6491  8.3598
C  3.0276  -2.6560  7.4096
C  2.2880  -2.5183  6.2263
C  1.5655  -1.3587  6.0006
C  2.2658  -3.6157  5.2150
O  1.6438  -3.5363  4.1695
C  3.0409  -4.8575  5.5076
C  2.9928  -5.9121  4.6067
C  3.7123  -7.0662  4.8525
C  4.4927  -7.1708  5.9980
C  4.5408  -6.1264  6.9021
C  3.8099  -4.9716  6.6662
C  3.8471  -3.8710  7.6657
O  4.5270  -3.9640  8.6645
H  0.9988  0.5446  6.7758
H  2.2590  0.2794  8.8792
H  3.5710  -1.7647  9.2758
H  1.0056  -1.2421  5.0837
H  2.3886  -5.8297  3.7151
H  3.6686  -7.8878  4.1508
H  5.0605  -8.0717  6.1855
H  5.1433  -6.2073  7.7951
C  7.2944  4.7137  -7.6299
C  7.1140  4.6090  -9.0050
C  5.8526  4.3852  -9.5243
C  4.7659  4.2536  -8.6721
C  4.9510  4.3359  -7.2902
C  6.2164  4.5769  -6.7755
C  3.8048  4.1501  -6.3534
O  3.9660  4.2258  -5.1542
C  2.4605  3.8608  -6.9289
C  1.3916  3.6294  -6.0758
C  0.1371  3.3717  -6.5961
C  -0.0590  3.3523  -7.9726
C  1.0033  3.5779  -8.8284
C  2.2673  3.8236  -8.3129
C  3.4086  4.0301  -9.2488
O  3.2409  4.0118  -10.4490
H  8.2808  4.8976  -7.2265
H  7.9608  4.7045  -9.6707
H  5.7097  4.3087  -10.5924
H  6.3558  4.6529  -5.7068
H  1.5419  3.6466  -5.0056
H  -0.6931  3.1858  -5.9278
H  -1.0430  3.1563  -8.3761
H  0.8539  3.5589  -9.8982
C  -8.0130  1.7880  7.9317
C  -6.6721  1.9940  8.2370
C  -5.7166  1.9331  7.2401
C  -6.0942  1.6544  5.9343
C  -7.4377  1.4252  5.6329
C  -8.3945  1.5039  6.6334
C  -7.8575  1.0799  4.2453
O  -9.0233  0.8871  3.9795
C  -6.8047  0.9716  3.1955
C  -7.1642  0.6023  1.9131
C  -6.2022  0.5120  0.9279
C  -4.8695  0.7980  1.2113
C  -4.5015  1.1619  2.4920
C  -5.4667  1.2426  3.4901
C  -5.0569  1.6090  4.8668
O  -3.9008  1.8635  5.1144
H  -8.7599  1.8449  8.7116
H  -6.3751  2.2044  9.2553
H  -4.6752  2.0982  7.4750
H  -9.4352  1.3390  6.3953
H  -8.1971  0.3819  1.6864
H  -6.4864  0.2166  -0.0731
H  -4.1226  0.7371  0.4332
H  -3.4688  1.3848  2.7203

Strongest force on any atom: 7.35 eV/Å
SMILES: C=C[C@@]1(N(C)C(C)=O)[C@@](OCC)(C(F)(F)C(F)(F)C(F)(F)F)OC(=O)[C@]1(F)B(C)O.O=C1c2ccccc2C(=O)c2ccccc21.O=C1c2ccccc2C(=O)c2ccccc21.O=C1c2ccccc2C(=O)c2ccccc21
E_tot: -3903.49462 a.u.
Total charge: 0

Mulliken atomic charge list, values in e, 99 entries: -1.715 -0.718 1.500 0.813 -1.453 0.400 -1.749 -0.312 0.330 -0.444 0.844 -1.070 -0.719 -0.368 -0.475 -0.432 0.735 -0.142 -0.257 -1.302 0.621 -0.314 -0.202 0.429 -0.340 -0.235 0.534 -0.222 -0.297 -0.260 0.422 0.148 0.618 0.601 0.452 0.341 0.436 0.302 0.452 0.267 0.380 0.370 0.310 0.200 0.540 0.200 0.323 0.521 -0.565 -0.469 -0.589 0.293 0.119 -0.597 0.545 -0.711 0.303 -0.521 -0.571 -0.461 -0.634 0.346 0.519 -0.666 0.450 0.397 0.480 0.548 0.500 0.410 0.397 0.479 -0.483 -0.471 -0.567 0.164 0.202 -0.528 0.501 -0.672 0.292 -0.783 -0.376 -0.660 -0.566 0.203 0.614 -0.660 0.403 0.404 0.472 0.475 0.629 0.496 0.418 0.477 -0.466 -0.481 -0.535